Computed, not measured: one molecule with the formula C2H3N3S in a non-equilibrium geometry, with ωB97M-V with the def2-TZVPD basis set.

Summary:
SMILES ... C1=NN=NCS1
Maximum force ... 7.0 eV/A
Total energy ... -640.33278 Ha
Frontier orbital gap (alpha / beta) ... 7.97 / 7.96 eV
Net charge ... 0

Structure (XYZ):
```
9
C2H3N3S ωB97M-V with the def2-TZVPD basis set
S 0.9014 -0.9985 -0.6148
N -0.1818 1.4648 0.5627
N -0.5833 1.2390 -0.5801
N 0.2421 0.7007 1.4675
C 0.9435 -0.5506 1.0074
C -0.6924 -0.1345 -0.9911
H 1.7022 -0.8989 1.6818
H -1.5023 -0.6478 -0.4661
H -0.8293 -0.1743 -2.0672
```

Computed, not measured: C41H38N8O2Sr as an isolated structure in a non-equilibrium geometry, with ωB97M-V with the def2-TZVPD basis set.

Summary:
Maximum force ... 1.8 eV/A
Total energy ... -2204.22181 Ha
Frontier orbital gap ... 6.34 eV
Net charge ... +2

Structure (XYZ):
```
90
C41H38N8O2Sr ωB97M-V with the def2-TZVPD basis set
Sr 2.0069 -0.1827 1.8199
O 1.8647 -2.4064 1.7833
O -7.5167 0.8518 -7.4922
N 2.5109 2.0732 2.3178
N 1.2888 0.6181 4.1694
N -0.4127 0.2562 1.3041
N -2.1588 0.5380 -3.9060
N -3.7014 0.5950 -2.3131
N 1.5071 -4.6218 1.8329
N 1.5357 0.0598 -0.6547
N 4.3359 0.6039 1.0732
C -0.1907 -3.1565 0.8367
C 1.1282 -3.3904 1.5208
C 0.6849 -5.8073 1.5745
C 2.2217 0.1727 -2.9481
C 2.4747 0.0157 -1.5838
C -1.3575 0.3517 2.2260
C 0.0707 0.3645 6.2001
C 6.3211 1.6710 -0.5183
C -3.1085 0.5693 0.6344
C 1.4126 4.0933 2.9059
C -8.8854 0.9919 -7.1341
C -4.5402 0.6884 -4.6268
C -5.2672 0.7330 -6.9266
C 0.8535 -0.1512 5.1704
C -6.8971 0.8123 -5.1501
C -2.4690 0.5087 -1.7503
C 3.2588 2.7216 1.4233
C -2.7160 0.5170 1.9469
C -6.6025 0.8031 -6.5148
C -2.1328 0.4629 -0.3672
C -0.2454 1.7101 6.1881
C 0.9264 0.3448 -3.3576
C -0.7763 0.3217 -0.0011
C 5.3150 2.4821 -0.0161
C 2.8129 -4.7859 2.4748
C 3.0868 4.0832 1.1950
C 5.2887 -1.6171 1.0401
C 0.2402 2.5117 5.1657
C 4.3296 1.9140 0.7797
C 1.2337 -1.6037 5.1297
C 5.3234 -0.1752 0.6230
C 1.0062 1.9320 4.1643
C 0.2489 0.2439 -1.0296
C -4.2561 0.6783 -5.9983
C 6.3359 0.3278 -0.1888
C -0.1043 0.3596 -2.4011
C -1.4793 0.4742 -2.7191
C 2.1370 4.7657 1.9363
C 1.6341 2.7305 3.0783
C -3.4998 0.6162 -3.6176
C -5.8740 0.7552 -4.2243
H 3.0401 0.1523 -3.6538
H -1.0376 0.2891 3.2604
H 1.9822 5.8245 1.7786
H 0.6999 4.6263 3.5167
H 6.0989 -2.1834 0.5883
H -5.0555 0.7253 -7.9873
H 0.4995 -5.9379 0.5092
H -7.9201 0.8598 -4.8063
H 3.6838 4.6075 0.4644
H 2.8424 -4.2561 3.4269
H 1.2117 -6.6855 1.9300
H 2.2867 -1.7007 4.8631
H 0.6439 -2.1298 4.3744
H 5.3867 -1.6792 2.1261
H 3.4913 -0.1543 -1.2487
H -3.2349 0.6330 -6.3586
H -1.7716 0.5499 -4.8328
H 7.0955 2.0876 -1.1482
H -0.2724 -0.2784 6.9987
H -6.1007 0.7614 -3.1674
H -4.1406 0.6919 0.3328
H 3.6025 -4.3892 1.8374
H -3.4272 0.5982 2.7566
H -0.7796 -4.0499 0.6651
H -9.4336 1.0832 -8.0659
H 0.0296 3.5704 5.1720
H 0.6931 0.4694 -4.4073
H 7.1223 -0.3213 -0.5478
H -0.2661 -5.7527 2.1026
H 1.0681 -2.0798 6.0928
H -0.8490 2.1380 6.9772
H -9.0425 1.8901 -6.5336
H 4.3327 -2.0696 0.7663
H 3.0003 -5.8388 2.6509
H -9.2427 0.1149 -6.5903
H 0.0102 -2.6730 -0.1211
H -0.7711 -2.4581 1.4400
H 5.3206 3.5389 -0.2360
```

Computed, not measured: one molecule with the formula C2H3N3O in a non-equilibrium geometry, with ωB97M-V with the def2-TZVPD basis set.

Summary:
Maximum force ... 2.3 eV/A
Total energy ... -317.26681 Ha
Frontier orbital gap (alpha / beta) ... 7.46 / 7.79 eV
Net charge ... 0

Structure (XYZ):
```
9
C2H3N3O ωB97M-V with the def2-TZVPD basis set
O -1.3511 -2.1979 1.3771
N 0.1486 -1.1424 -0.1142
N -1.9427 -1.2078 1.8401
N 0.0628 1.2920 -0.3601
C -0.3247 -2.2209 0.5149
C -0.1994 0.0293 -0.0966
H -0.0301 -3.2018 0.2038
H 0.9917 1.6666 -0.1851
H -0.7079 1.9337 -0.2389
```

Computed, not measured: C39H29BrCaN8O4S2Se as an isolated structure in a non-equilibrium geometry, with ωB97M-V with the def2-TZVPD basis set.

Summary:
Maximum force ... 1.4 eV/A
Total energy ... -8692.14585 Ha
Frontier orbital gap (alpha / beta) ... 3.57 / 4.97 eV
Net charge ... -2

Structure (XYZ):
```
85
C39H29BrCaN8O4S2Se ωB97M-V with the def2-TZVPD basis set
Br 5.7030 1.1041 1.5586
Se -0.7641 7.5424 2.7895
Ca 0.7348 0.4345 -0.5106
S -0.1470 -0.3581 -3.1598
S 2.0986 2.0905 -2.5085
O 2.9170 0.6715 0.3438
O -0.5063 -1.7565 1.9224
O -2.4073 0.6417 2.2573
O 2.0942 -1.3117 -0.2164
N 3.5525 2.0617 -5.8708
N 0.9644 -0.7795 -6.6847
N 0.0946 5.9277 3.2507
N -1.9298 -1.5015 -1.6313
N -1.6597 -2.7854 -1.8112
N 0.4763 1.4211 1.5663
N -0.8388 2.2143 -0.7151
N -1.3236 6.6091 1.2449
C 2.9866 -0.5765 0.3148
C 0.4768 -2.0214 -2.8378
C 1.7787 -2.3777 -3.1825
C 1.0576 0.2561 -4.3131
C -0.1972 -2.9891 1.2736
C -0.0894 5.0162 2.3581
C 1.4139 -4.6377 -2.4667
C -0.3819 -2.9953 -2.2492
C 6.2851 -1.5605 2.0942
C -5.6249 -1.8135 -1.8672
C -2.1398 3.8054 -1.9263
C -1.1530 4.4229 0.1637
C 4.9846 -3.5125 1.6086
C 0.1243 2.7173 1.4595
C -0.6407 3.1326 0.2561
C -0.8849 5.3978 1.2321
C -3.7085 -0.0111 -0.9993
C -1.5726 2.5477 -1.7695
C 4.0235 -2.7049 1.0258
C -6.0303 -0.5891 -1.3387
C -3.2881 -1.2445 -1.5220
C 4.1509 -1.3151 0.9706
C -2.1765 -0.4744 3.0838
C 1.1493 1.0250 2.6399
C 2.2574 -3.6656 -3.0029
C 1.0202 -0.3105 -5.6333
C -2.7486 1.7869 3.0068
C 1.1738 3.2146 3.5509
C -1.8802 -1.7091 2.2688
C 5.3085 -0.7516 1.5204
C 0.1280 -4.3053 -2.1008
C 1.9215 1.2605 -3.9940
C -1.9168 4.7512 -0.9573
C -4.2809 -2.1422 -1.9636
C 1.5378 1.8930 3.6496
C -5.0537 0.3073 -0.9089
C 6.1237 -2.9346 2.1447
C 2.8253 1.7058 -5.0541
C 0.4194 3.6429 2.4583
H -3.9631 -3.0862 -2.3834
H -2.9470 2.5970 2.3055
H 1.7684 -5.6539 -2.3355
H 6.8941 -3.5488 2.5960
H 3.1387 -3.1326 0.5750
H 3.2776 -3.9030 -3.2793
H -1.9321 2.0886 3.6753
H -2.1279 -2.5869 2.8790
H 1.4388 3.9442 4.3068
H -2.7340 4.0198 -2.8046
H -1.7190 1.7799 -2.5197
H -7.0820 -0.3399 -1.2639
H -2.3172 5.7549 -1.0257
H -5.3469 1.2688 -0.4976
H -6.3709 -2.5179 -2.2202
H -1.3310 -0.2778 3.7579
H -0.5410 -5.0389 -1.6637
H 7.1746 -1.0975 2.4994
H -2.9534 0.6762 -0.6384
H -0.8797 -3.1750 0.4413
H -3.6458 1.6086 3.6116
H 4.8466 -4.5864 1.6383
H 2.4405 -1.6329 -3.6002
H 0.8143 -2.9142 0.8878
H -0.2697 -3.8187 1.9890
H -3.0658 -0.6589 3.7003
H -2.5039 -1.7273 1.3701
H 1.3785 -0.0333 2.6974
H 2.1207 1.5253 4.4834
```

Computed, not measured: a 3-piece molecular cluster, C23H54N2O10P2S2Si overall in a non-equilibrium geometry, with ωB97M-V with the def2-TZVPD basis set.

Summary:
SMILES ... CCCCCC[Si@@](O)(CCCSC(=S)N1CCOCC1)NCCC.COP(=O)(OC)OC.COP(=O)(OC)OC
Maximum force ... 6.5 eV/A
Total energy ... -3539.33968 Ha
Frontier orbital gap ... 7.04 eV
Net charge ... 0

Structure (XYZ):
```
94
C23H54N2O10P2S2Si ωB97M-V with the def2-TZVPD basis set
S 0.9538 -4.8458 1.7550
S -1.4576 -6.3978 1.0514
P -2.3102 5.2183 0.2956
P 5.2854 4.3867 -0.9340
Si -0.7335 -2.1408 -2.3740
O -0.6766 -5.8248 4.8409
O 4.9604 2.8749 -1.2585
O 6.1227 4.9507 -1.9858
O -1.2174 6.4455 0.1104
O 0.5828 -1.1105 -2.4716
O 3.7741 4.9999 -1.0112
O -3.4241 6.2510 0.8848
O -2.0449 4.3066 1.4226
O 5.6787 4.8833 0.5221
O -1.5762 4.3762 -0.8959
N -1.4739 -4.3096 2.7589
N -0.8595 -2.9536 -3.9061
C -1.2686 0.2672 1.3012
C -0.2273 -4.2756 -4.0365
C -2.1900 -0.0267 -1.0534
C 1.3177 -4.2986 -3.9403
C -2.0069 -6.0658 4.4429
C -2.3115 -1.1682 -2.0746
C -0.4374 -3.3452 -0.9826
C 2.9127 5.0410 0.1307
C 4.1319 2.0994 -0.3735
C -0.6510 -5.0713 1.9516
C -2.5516 -5.0457 3.4378
C 6.0011 6.2825 0.6135
C -1.5705 7.6492 -0.5758
C 0.1699 -0.2566 1.2566
C -0.3118 -4.4716 4.9766
C 1.9543 -5.1762 -5.0402
C -0.7722 -3.5701 3.8084
C -2.2500 -0.5137 0.4201
C -1.6525 -4.3025 -0.8103
C 1.1495 0.8652 1.6632
C -3.2187 6.6361 2.2526
C -1.2850 -5.7872 -0.6605
C -1.5676 4.8208 -2.2665
H 3.0832 2.2798 -0.6072
H -0.7511 5.5274 -2.4166
H 0.4281 -0.6130 0.2595
H 1.3227 -5.2657 -5.9220
H 0.7757 -4.4605 5.0068
H 2.9047 -4.7421 -5.3514
H -0.4898 -2.3492 -4.6315
H 2.2024 -6.1628 -4.6522
H 4.3206 2.3444 0.6716
H -2.5093 5.2836 -2.5576
H -1.2757 0.5596 -1.1944
H 0.4658 -3.9360 -1.1316
H 3.2541 4.3951 0.9378
H -0.4884 -4.6431 -5.0321
H 7.0255 6.4493 0.2915
H -0.7480 7.9122 -1.2396
H -3.0089 0.6856 -1.1658
H 1.5844 -4.7537 -2.9876
H 1.5584 0.6931 2.6578
H 0.0375 -2.9679 3.4142
H 1.9672 0.9657 0.9514
H -1.4930 -2.8493 4.2012
H -2.0731 -1.5892 0.4667
H -0.2792 -2.7948 -0.0557
H 1.9188 4.7206 -0.1796
H -2.3017 -3.9755 0.0002
H -0.6520 -4.0373 5.9231
H -2.1643 6.8169 2.4522
H 5.8962 6.5499 1.6621
H 0.4464 -0.2997 -1.9752
H -1.9988 -7.0466 3.9636
H -1.6324 0.2810 2.3295
H -3.2640 -0.3104 0.7655
H -3.5972 5.8677 2.9209
H 0.2713 -1.0796 1.9644
H 2.8536 6.0637 0.5060
H -1.4041 3.9475 -2.8921
H -3.2589 -5.4965 2.7512
H -1.7186 8.4534 0.1460
H -2.2507 -4.2239 -1.7245
H 4.3559 1.0485 -0.5328
H -3.1281 -4.2931 3.9795
H -1.2475 1.2919 0.9253
H -3.7851 7.5556 2.3885
H -2.4802 7.5446 -1.1677
H -0.6771 -4.9812 -3.3393
H 0.6400 1.8284 1.7073
H -2.6924 -6.1562 5.2930
H 1.7081 -3.2883 -4.0383
H 5.3201 6.8804 0.0102
H -2.6219 -0.7655 -3.0420
H -0.2634 -5.9894 -0.9763
H -3.0711 -1.8731 -1.7280
H -1.9634 -6.3991 -1.2515
```

| no. | M (g mol⁻¹) |
| --- | --- |
| 1 | 101.1 |
| 2 | 762.4 |
| 3 | 85.1 |
| 4 | 936.8 |
| 5 | 672.9 |